<i>
# C2H3BrFNO2

A cluster of 2 separate species, C2H3BrFNO2 in total (ωB97M-V/def2-TZVPD, OMol25).

Values from the calculation:
Kohn-Sham gap (spin up / spin down)	8.814 / 6.222	eV
E_LUMO (spin up / spin down)	-2.25 / -3.67	eV

```
! RIJCOSX wB97M-V def2-TZVPD def2/J DEFGRID3
* xyz 0 1
C 0.385 -0.133 0.087
C 1.235 0.951 0.613
N 1.796 1.911 -0.284
O 1.368 1.930 -1.381
O 2.520 2.821 0.165
F 1.147 1.243 1.925
Br 3.608 -0.861 -0.232
H 0.609 -0.980 0.873
H -0.708 0.184 0.304
H 0.447 -0.548 -0.986
*
```


<ii>
# C2H3BrFNO2

A cluster of 2 separate species, C2H3BrFNO2 in total (ωB97M-V/def2-TZVPD, OMol25).

Values from the calculation:
SMILES string	C=C(F)[N+](=O)[O-].Br
Kohn-Sham gap	10.288	eV
E_LUMO	-0.83	eV

```
! RIJCOSX wB97M-V def2-TZVPD def2/J DEFGRID3
* xyz 0 1
C -0.149 1.186 -0.152
C -1.102 0.306 -0.402
F -2.022 0.443 -1.346
N -1.231 -0.964 0.301
O -0.384 -1.198 1.136
O -2.150 -1.676 -0.006
H -0.062 2.096 -0.716
H 0.559 0.992 0.633
Br 3.594 -0.300 -0.275
H 2.947 -0.883 0.827
*
```


Stability ranking, top and bottom: <ii> is the most stable and <i> is the least stable.


<i>
# C8H11N3

A cluster of 2 separate species, C8H11N3 in total (ωB97M-V/def2-TZVPD, OMol25).

Values from the calculation:
Kohn-Sham gap (spin up / spin down)	5.773 / 8.267	eV
E_LUMO (spin up / spin down)	-10.07 / -8.14	eV

```
! RIJCOSX wB97M-V def2-TZVPD def2/J DEFGRID3
* xyz 2 1
C 2.640 1.204 -0.410
C 1.608 2.107 -0.149
C 2.421 -0.154 -0.279
C 0.352 1.667 0.218
C 1.157 -0.617 0.107
C 0.073 0.291 0.354
C 0.987 -3.063 0.470
C -2.217 -1.072 -1.523
N 0.985 -1.926 0.301
N -1.098 -0.266 0.719
N -2.126 0.594 1.225
H 3.613 1.566 -0.707
H 1.793 3.166 -0.241
H 3.214 -0.862 -0.463
H -0.415 2.408 0.397
H 0.972 -4.113 0.631
H -2.018 -2.106 -1.306
H -3.210 -0.695 -1.359
H -1.535 -0.509 -2.132
H -2.962 0.006 1.380
H -2.389 1.396 0.615
H -1.845 0.976 2.153
*
```


<ii>
# C8H11N3

The ion C8H11N3 with charge +2 (ωB97M-V/def2-TZVPD, OMol25).

Values from the calculation:
Kohn-Sham gap (spin up / spin down)	7.248 / 5.951	eV
E_LUMO (spin up / spin down)	-9.56 / -9.92	eV

```
! RIJCOSX wB97M-V def2-TZVPD def2/J DEFGRID3
* xyz 2 1
C -2.292 -0.362 -1.729
C -2.747 0.543 -0.710
C -0.985 -0.725 -1.707
C -1.941 0.954 0.284
C -0.102 -0.318 -0.579
C -0.582 0.574 0.379
C 1.377 0.822 1.810
C 1.097 -0.908 -0.313
N 0.139 1.055 1.446
N 1.975 1.053 2.936
N 1.830 -1.430 -1.523
H -3.047 -0.771 -2.535
H -3.800 0.678 -0.599
H -0.686 -1.587 -2.236
H -2.311 1.468 1.193
H 1.677 -0.555 0.543
H -0.427 1.789 1.977
H 2.943 1.289 2.941
H 1.448 1.305 3.760
H 2.831 -1.825 -1.172
H 2.095 -0.670 -2.210
H 1.509 -2.381 -1.956
*
```


Stability ranking, top and bottom: <ii> is the most stable and <i> is the least stable.


<i>
# CH3FIP

A structure of composition CH3FIP (ωB97M-V/def2-TZVPD, OMol25).

Values from the calculation:
Kohn-Sham gap	10.048	eV
E_LUMO	0.19	eV

```
! RIJCOSX wB97M-V def2-TZVPD def2/J DEFGRID3
* xyz 0 1
C -0.543 0.241 -0.314
F 1.041 0.841 1.570
P 0.824 1.411 0.037
I -0.738 0.027 -2.414
H -0.453 -0.676 0.282
H -1.492 0.642 -0.001
H 1.591 0.350 -0.458
*
```


<ii>
# CH3FIP

A cluster of 2 separate species, CH3FIP in total (ωB97M-V/def2-TZVPD, OMol25).

Values from the calculation:
Kohn-Sham gap (spin up / spin down)	7.716 / 7.362	eV
E_LUMO (spin up / spin down)	-2.47 / -2.49	eV

```
! RIJCOSX wB97M-V def2-TZVPD def2/J DEFGRID3
* xyz 0 1
C 0.711 0.404 -0.222
F -0.610 -2.320 1.249
P -0.750 -0.529 -0.760
I -2.443 0.867 0.127
H 1.150 0.927 -1.122
H 1.415 -0.328 0.114
H 0.528 0.978 0.613
*
```


Stability ranking, top and bottom: <i> is the most stable and <ii> is the least stable.